<a>
# C4H11NO3

A cluster of 2 separate species, C4H11NO3 in total (ωB97M-V with the def2-TZVPD basis set, the Open Molecules 2025 dataset).

Element x y z (Å)
O (1.143, 1.806, -0.404)
C (0.917, 0.611, -0.243)
N (0.120, -0.065, -1.229)
C (-0.225, -1.487, -1.246)
O (-1.205, -1.650, -0.234)
C (1.200, -0.370, 0.955)
C (2.044, 0.282, 2.062)
H (-0.279, 0.428, -1.986)
H (-0.529, -1.840, -2.145)
H (0.563, -2.149, -0.805)
H (-1.841, -0.937, -0.116)
H (0.274, -0.569, 1.355)
H (1.674, -1.311, 0.628)
H (1.437, 1.172, 2.368)
H (2.129, -0.386, 2.944)
H (2.962, 0.626, 1.701)
H (-3.217, 0.882, 0.987)
H (-2.266, 1.583, -0.147)
O (-3.109, 0.937, -0.030)

Gap between HOMO and LUMO: 10.2 eV
SMILES: CCC(=O)NCO.O
E_LUMO: 0.0162 hartree


<b>
# C4H11NO3

A cluster of 2 separate species, C4H11NO3 in total (ωB97M-V with the def2-TZVPD basis set, the Open Molecules 2025 dataset).

Element x y z (Å)
C (0.464, 0.549, 1.570)
O (1.884, 0.520, 1.460)
C (-0.109, 0.317, 0.146)
C (-1.669, 0.184, 0.272)
C (-2.025, -1.210, -0.246)
O (-2.015, -2.188, 0.448)
N (0.315, 1.413, -0.684)
H (0.258, -0.316, 2.192)
H (0.200, 1.554, 1.912)
H (2.187, 1.141, 0.797)
H (0.301, -0.619, -0.205)
H (-1.958, 0.333, 1.312)
H (-2.167, 0.892, -0.389)
H (-2.192, -1.120, -1.334)
H (0.475, 1.272, -1.665)
H (-0.153, 2.274, -0.494)
H (1.866, -1.502, -0.955)
H (2.556, -1.975, -2.234)
O (1.782, -1.517, -1.903)

Gap between HOMO and LUMO: 10.0 eV
SMILES: N[C@@H](CO)CC=O.O
E_LUMO: 0.0277 hartree


<c>
# C4H11NO3

A structure of composition C4H11NO3 (ωB97M-V with the def2-TZVPD basis set, the Open Molecules 2025 dataset).

Element x y z (Å)
H (-1.600, -0.410, 0.211)
O (-2.461, 0.237, 0.788)
O (-1.186, -1.109, -0.528)
H (-2.855, 0.933, 0.296)
H (-1.821, 0.655, 1.396)
C (0.080, -1.095, -0.856)
O (0.402, -1.855, -1.726)
C (0.919, -0.160, -0.011)
H (1.296, -0.746, 0.818)
N (0.004, 0.850, 0.600)
H (-0.334, 1.497, -0.171)
C (0.502, 1.782, 1.685)
H (1.625, 2.043, 1.636)
H (-0.100, 2.647, 1.767)
H (0.308, 1.349, 2.634)
C (2.178, 0.479, -0.608)
H (1.911, 0.693, -1.572)
H (2.423, 1.437, -0.225)
H (3.000, -0.270, -0.528)

Gap between HOMO and LUMO: 9.5 eV
E_LUMO: 0.0057 hartree


<d>
# C4H11NO3

A cluster of 2 separate species, C4H11NO3 in total (ωB97M-V with the def2-TZVPD basis set, the Open Molecules 2025 dataset).

Element x y z (Å)
O (1.599, 0.568, 0.890)
C (0.756, 1.061, 0.225)
C (-0.367, 0.224, -0.660)
C (-1.200, -0.414, 0.424)
C (-1.871, 0.816, 1.126)
O (-2.183, 0.046, 2.403)
N (0.288, -0.774, -1.572)
H (0.335, 2.077, 0.181)
H (-0.839, 1.092, -1.204)
H (-0.628, -1.139, 1.077)
H (-2.078, -0.880, -0.071)
H (-2.918, 1.003, 0.799)
H (-1.169, 1.617, 1.378)
H (-1.588, 0.356, 3.101)
H (0.711, -1.590, -1.083)
H (-0.470, -1.097, -2.285)
H (2.501, -0.548, -3.031)
H (3.121, -0.787, -1.607)
O (2.722, -1.215, -2.410)

Gap between HOMO and LUMO: 9.4 eV
SMILES: N[C@H](C=O)CCO.O
E_LUMO: 0.0254 hartree


Stability summary: most stable <a>, least stable <d>.


<a>
# C4H11NO3

A cluster of 2 separate species, C4H11NO3 in total (ωB97M-V with the def2-TZVPD basis set, the Open Molecules 2025 dataset).

Element x y z (Å)
C (0.354, 0.417, 0.299)
C (-0.422, 1.724, -0.256)
C (-1.327, 2.364, 0.755)
O (-2.495, 2.603, 0.513)
N (0.383, -0.759, -0.619)
C (1.576, -1.624, -0.369)
O (2.816, -0.935, -0.467)
H (-0.386, 0.206, 1.047)
H (1.291, 0.665, 0.804)
H (0.226, 2.622, -0.585)
H (-0.898, 1.370, -1.249)
H (-0.910, 2.885, 1.692)
H (0.248, -0.376, -1.621)
H (1.499, -2.567, -0.997)
H (1.610, -1.907, 0.722)
H (3.183, -0.762, -1.318)
H (-2.932, -1.841, 0.242)
H (-1.474, -1.923, 0.516)
O (-2.342, -2.161, 0.890)

Gap between HOMO and LUMO: 10.4 eV
SMILES: O=CCCNCO.O
E_LUMO: 0.0208 hartree


<b>
# C4H11NO3

A structure of composition C4H11NO3 (ωB97M-V with the def2-TZVPD basis set, the Open Molecules 2025 dataset).

Element x y z (Å)
C (1.071, -0.168, -0.144)
C (-2.324, 0.168, -0.024)
C (0.228, -0.037, -1.368)
C (0.922, -1.518, 0.547)
N (0.585, 0.894, 0.867)
O (2.473, 0.111, -0.277)
O (-3.502, 0.662, -0.414)
O (-1.960, 0.392, 1.155)
H (2.615, 0.403, -1.184)
H (-3.834, 1.238, 0.311)
H (-0.567, 0.707, 1.120)
H (-1.117, 0.015, -0.927)
H (0.726, 1.811, 0.445)
H (1.159, 0.860, 1.708)
H (0.443, 0.900, -1.896)
H (0.405, -0.873, -2.044)
H (1.546, -1.566, 1.441)
H (1.247, -2.296, -0.140)
H (-0.115, -1.704, 0.823)

Gap between HOMO and LUMO: 7.7 eV
E_LUMO: 0.0211 hartree


Stability summary: most stable <a>, least stable <b>.